a | {
  "formula": "C3H12NSi",
  "method": "the ωB97M-V functional and the def2-TZVPD basis",
  "species": ["Si", "N", "C", "C", "C", "H", "H", "H", "H", "H", "H", "H", "H", "H", "H", "H", "H"],
  "positions_angstrom": [[1.34341, -0.93353, 0.85538], [-0.04190, 0.10109, -0.05709], [-0.15837, -0.51825, -1.38152], [0.38442, 1.49788, -0.29352], [-1.37148, 0.14367, 0.97822], [-0.99156, -0.14541, 1.92847], [-1.68516, 1.14095, 0.99210], [0.56007, 1.81320, 0.73202], [1.66780, -0.21484, 2.01249], [0.81402, -0.50997, -1.68794], [2.35872, -0.87211, -0.11952], [-0.84707, 0.16042, -1.89464], [-0.40920, 2.09677, -0.72803], [1.15574, 1.70912, -0.90844], [-2.06599, -0.53057, 0.50931], [0.84853, -2.16005, 1.19481], [-0.45184, -1.59274, -1.35486]],
  "multiplicity": 1,
  "mol_weight_g_mol": 90.22,
  "total_charge": 1,
  "homo_lumo_gap_ev": 13.338,
  "e_homo_ev": -16.57,
  "smiles": "C[N+](C)(C)[SiH3]"
}

***

b | {
  "formula": "C3H12NSi",
  "method": "the ωB97M-V functional and the def2-TZVPD basis",
  "species": ["Si", "N", "C", "C", "C", "H", "H", "H", "H", "H", "H", "H", "H", "H", "H", "H", "H"],
  "positions_angstrom": [[0.12361, -0.57515, 0.31311], [1.98171, -0.36584, 0.35915], [-0.39143, -2.07095, -0.60879], [-1.44926, 1.82191, 0.16326], [-0.05479, 1.10196, -0.31338], [-2.36037, 1.42315, -0.26870], [2.67967, 0.18828, 0.94993], [0.05090, 1.40833, -1.32820], [0.02204, -2.97926, -0.28192], [-1.43966, 2.94265, 0.01852], [0.62357, 1.89639, 0.19652], [-0.26028, -2.06649, -1.67069], [-0.65013, -0.60716, 1.62360], [1.93722, -1.30154, 0.75610], [-1.53065, -2.20428, -0.47737], [2.23173, -0.40830, -0.68066], [-1.51390, 1.79629, 1.24952]],
  "multiplicity": 1,
  "mol_weight_g_mol": 90.22,
  "total_charge": 1,
  "homo_lumo_gap_ev": 11.335,
  "e_homo_ev": -15.32,
  "smiles": "CC[Si@@H](C)[NH3+]"
}

***

Which structure wins on stability? b wins.

***

a | {
  "formula": "CH3N2PS",
  "method": "the ωB97M-V functional and the def2-TZVPD basis",
  "species": ["S", "P", "N", "N", "C", "H", "H", "H"],
  "positions_angstrom": [[-0.44164, -1.73320, 0.15020], [-0.24920, 0.13083, -0.92335], [2.78086, 0.20245, 0.05930], [-0.89544, 1.04064, 0.24097], [1.67461, 0.25628, -0.22631], [-0.91027, 2.09047, 0.22879], [-0.88667, -2.57636, -0.68094], [-1.07224, 0.58889, 1.15133]],
  "multiplicity": 1,
  "mol_weight_g_mol": 106.09,
  "total_charge": 0,
  "homo_lumo_gap_ev": 10.367,
  "e_homo_ev": -10.14,
  "smiles": "N#CP(N)S"
}

***

b | {
  "formula": "CH3N2PS",
  "method": "the ωB97M-V functional and the def2-TZVPD basis",
  "species": ["S", "P", "N", "N", "C", "H", "H", "H"],
  "positions_angstrom": [[-2.26914, -0.46848, -1.28759], [-0.32699, -1.35844, -0.33216], [-3.46748, -0.25055, 1.19585], [0.24862, 0.08046, 0.33699], [-2.90869, -0.43341, 0.21762], [0.42458, -1.10059, -1.40709], [0.23672, 0.73824, -0.42075], [-0.03909, 0.22113, 1.22913]],
  "multiplicity": 1,
  "mol_weight_g_mol": 106.09,
  "total_charge": 0,
  "homo_lumo_gap_ev": 9.615,
  "e_homo_ev": -9.63,
  "smiles": "N#CSPN"
}

***

Which structure wins on stability? a wins.

***

a | {
  "formula": "C6H15N4O",
  "method": "the ωB97M-V functional and the def2-TZVPD basis",
  "species": ["O", "N", "N", "N", "N", "C", "C", "C", "C", "C", "C", "H", "H", "H", "H", "H", "H", "H", "H", "H", "H", "H", "H", "H", "H", "H"],
  "positions_angstrom": [[2.78135, 0.77893, 0.58919], [0.56842, -0.65546, -0.93653], [-1.36189, -0.69746, 1.38821], [-2.15212, 1.98752, 0.33274], [0.87741, 0.71611, -1.31020], [2.35096, -0.58126, 0.93592], [-1.21125, 1.12794, -0.14309], [-1.40797, -0.27992, 0.10847], [-2.14960, -1.16243, -0.87150], [-0.24999, 1.49700, -1.01484], [1.56581, -1.35082, -0.16843], [-1.64066, -1.61344, 1.45407], [-0.19140, 2.48306, -1.30593], [1.10176, -2.09765, 0.34352], [-2.69202, 1.76424, 1.08283], [-1.73629, 2.94940, 0.52238], [-3.26206, -0.84528, -0.87220], [2.27395, -1.61951, -0.96751], [1.71852, 1.07312, -0.69594], [3.47786, 1.07933, 1.22932], [1.08887, 0.70385, -2.35209], [-1.77187, -1.16090, -1.98727], [3.27399, -1.15476, 1.06370], [-0.97988, -0.19477, 2.16300], [1.76435, -0.57366, 1.87886], [-2.03624, -2.17317, -0.46670]],
  "multiplicity": 1,
  "mol_weight_g_mol": 159.21,
  "total_charge": 1,
  "homo_lumo_gap_ev": 8.582,
  "e_homo_ev": -11.60
}

***

b | {
  "formula": "C6H15N4O",
  "method": "the ωB97M-V functional and the def2-TZVPD basis",
  "species": ["O", "N", "N", "N", "N", "C", "C", "C", "C", "C", "C", "H", "H", "H", "H", "H", "H", "H", "H", "H", "H", "H", "H", "H", "H", "H"],
  "positions_angstrom": [[-1.05770, 2.22261, -1.64275], [2.99125, -0.05739, 1.17851], [-0.04599, 1.57901, -1.11074], [-1.64221, 0.25600, 0.11709], [2.46831, 1.22787, -0.70710], [0.71434, -0.14290, 0.43254], [-2.75774, -0.49720, -1.93063], [-2.79991, 0.32623, -0.65426], [2.87676, -0.82841, 2.32541], [2.14547, 0.38390, 0.25844], [-0.33331, 0.72424, -0.23964], [-2.62719, -1.53227, -1.74246], [2.98834, -1.89649, 1.89728], [4.04382, 0.08618, 0.83810], [-2.12315, -0.26762, -2.64937], [-1.53060, -0.62711, 0.54220], [-3.59132, -0.43068, -2.62308], [1.58312, 1.45401, -1.20343], [0.83336, -1.14078, 0.16879], [-0.72809, 2.72467, -2.33135], [0.53026, 0.03166, 1.54723], [-3.67684, -0.07806, -0.05697], [1.88949, -0.74557, 2.75319], [-3.12290, 1.34006, -0.97107], [3.29349, 1.80839, -0.66582], [3.65841, -0.62193, 3.03219]],
  "multiplicity": 1,
  "mol_weight_g_mol": 159.21,
  "total_charge": 1,
  "homo_lumo_gap_ev": 9.446,
  "e_homo_ev": -12.23,
  "smiles": "CCN/C(C/C(N)=[NH+]\\C)=N\\O"
}

***

Which structure wins on stability? b wins.

***

a | {
  "formula": "C4H8N4O",
  "method": "the ωB97M-V functional and the def2-TZVPD basis",
  "species": ["O", "N", "N", "N", "N", "C", "C", "C", "C", "H", "H", "H", "H", "H", "H", "H", "H"],
  "positions_angstrom": [[0.71196, -2.35433, -0.34690], [-0.92661, 0.67757, -1.13638], [-0.45673, 1.88357, -1.06830], [0.37375, 2.17905, -0.19839], [1.56703, -0.53273, -1.38416], [0.52208, 1.11827, 0.85850], [-0.12381, -0.15265, 0.35236], [-1.13493, -0.77435, 1.22470], [0.71913, -1.16726, -0.46204], [1.11233, 0.29541, -1.90405], [-1.84341, -0.26068, 1.80360], [-1.93122, 0.56772, -1.24261], [-0.01559, 1.55089, 1.78454], [-1.75891, -1.39023, 0.57984], [2.09714, -1.19426, -1.88987], [1.61956, 0.93617, 0.99773], [-0.53176, -1.38217, 2.03143]],
  "multiplicity": 1,
  "mol_weight_g_mol": 128.13,
  "total_charge": 0,
  "homo_lumo_gap_ev": 10.319,
  "e_homo_ev": -9.57
}

***

b | {
  "formula": "C4H8N4O",
  "method": "the ωB97M-V functional and the def2-TZVPD basis",
  "species": ["O", "N", "N", "N", "N", "C", "C", "C", "C", "H", "H", "H", "H", "H", "H", "H", "H"],
  "positions_angstrom": [[-2.84837, 1.11170, -0.82092], [-3.43106, 0.34133, 0.32728], [-1.13339, -0.14812, 0.11895], [-3.12350, -0.95584, 0.30369], [-1.97307, -1.23583, 0.10197], [1.22461, 0.07805, -0.66728], [2.62313, -0.28600, -0.16810], [0.30049, -0.40683, 0.43089], [-1.90620, 0.94623, 0.14899], [-1.64246, 1.89882, 0.76769], [0.40988, 0.26494, 1.31466], [3.22739, 0.61588, -0.19762], [1.09567, -0.10758, -1.75213], [0.30911, -1.49793, 0.64838], [1.15890, 1.17235, -0.61770], [2.61243, -0.66853, 0.90378], [3.09646, -1.12263, -0.84252]],
  "multiplicity": 1,
  "mol_weight_g_mol": 128.13,
  "total_charge": 0,
  "homo_lumo_gap_ev": 10.687,
  "e_homo_ev": -9.97,
  "smiles": "CCCN1N=NN2O[C@H]12"
}

***

c | {
  "formula": "C4H8N4O",
  "method": "the ωB97M-V functional and the def2-TZVPD basis",
  "species": ["O", "N", "N", "N", "N", "C", "C", "C", "C", "H", "H", "H", "H", "H", "H", "H", "H"],
  "positions_angstrom": [[0.68173, 2.19639, -1.11216], [-1.33155, 1.45834, -0.41147], [0.07552, -3.25962, 0.04460], [-2.19980, 0.99527, 0.56113], [-0.04095, -0.99972, 0.26421], [0.01342, 1.36295, -0.48948], [0.63036, -2.04400, -0.07965], [0.67212, 0.21576, 0.24318], [1.84089, 0.44113, 0.80536], [-1.88295, 1.21387, 1.49996], [0.39113, -3.98666, -0.57191], [2.33343, -0.30805, 1.40054], [-2.19914, -0.02658, 0.48592], [2.27508, 1.41603, 0.75115], [-1.69245, 2.24517, -0.96829], [1.72504, -2.00024, -0.18981], [-0.86724, -3.33956, 0.40405]],
  "multiplicity": 1,
  "mol_weight_g_mol": 128.13,
  "total_charge": 0,
  "homo_lumo_gap_ev": 9.639,
  "e_homo_ev": -8.86,
  "smiles": "C=C(/N=C/N)C(=O)NN"
}

***

Which structure wins on stability? c wins.

***

a | {
  "formula": "C24H23BBaN4O5S3Te",
  "method": "the ωB97M-V functional and the def2-TZVPD basis",
  "species": ["Ba", "Te", "S", "S", "S", "O", "O", "O", "O", "O", "N", "N", "N", "N", "C", "C", "C", "C", "C", "C", "C", "C", "C", "C", "C", "C", "C", "C", "C", "C", "C", "C", "C", "C", "C", "C", "C", "C", "B", "H", "H", "H", "H", "H", "H", "H", "H", "H", "H", "H", "H", "H", "H", "H", "H", "H", "H", "H", "H", "H", "H", "H"],
  "positions_angstrom": [[-0.00965, -2.63874, 0.83878], [-3.33630, -2.80858, 1.14097], [-6.10019, -2.01894, -0.58261], [0.22728, -3.98427, 3.32287], [-0.96682, -1.66607, 5.15510], [-1.16343, -4.13229, 2.90999], [0.53937, -4.49555, 4.63883], [-0.64873, 1.29271, 0.31898], [0.67345, 1.14908, -1.55988], [2.38882, -5.53886, -2.41499], [3.37233, -7.48048, -0.30578], [0.73538, -2.50189, 3.08203], [-0.08193, -0.27053, 3.17841], [1.02725, -4.04578, -1.10127], [1.84855, 6.95805, -1.09521], [1.16373, -4.91266, 2.14513], [-0.02707, -1.47069, 3.68757], [-0.25509, 4.90934, -0.27784], [-0.34693, 2.53759, -0.12907], [-0.18277, 6.96443, -2.54688], [0.56864, -6.07273, 1.64162], [-6.19195, -1.04660, -1.99016], [-3.92654, -1.07457, -1.45160], [1.68882, -4.77453, -1.76900], [-1.46769, -0.03760, 5.02523], [-4.94872, -0.60742, -2.33856], [3.22953, -5.48612, 1.06578], [1.88914, 5.85743, -3.32040], [2.63908, -6.63686, 0.53750], [-4.39627, -1.86591, -0.43219], [-0.91092, 0.53246, 3.93544], [1.31264, -6.92930, 0.85757], [0.54953, 4.83856, -1.41540], [0.44707, 2.45061, -1.25310], [1.02300, 6.13221, -2.09121], [-0.71511, 3.75977, 0.38235], [2.50008, -4.62639, 1.85982], [0.90533, 3.57155, -1.91057], [-0.01101, 0.30222, -0.56752], [4.25460, -5.24817, 0.80593], [0.84690, -7.81240, 0.43539], [1.52729, 3.44936, -2.78832], [-2.88031, -0.82123, -1.54878], [-0.78762, 6.40249, -3.26482], [2.79777, 5.30742, -3.06098], [2.24768, 7.85844, -1.57811], [-1.34237, 3.82785, 1.26441], [2.75439, -8.02037, -0.89524], [-2.16462, 0.40038, 5.72307], [1.24037, 7.26993, -0.24160], [2.68657, 6.37056, -0.70900], [-4.75723, 0.02885, -3.19507], [2.18651, 6.80764, -3.77430], [0.15019, 7.89442, -3.02520], [-1.08310, 1.55067, 3.60920], [1.34823, 5.27724, -4.07252], [2.94924, -3.72578, 2.26330], [-0.53951, 5.87965, 0.11836], [-0.82569, 7.22456, -1.70246], [-7.13573, -0.84259, -2.47686], [-0.47008, -6.27758, 1.87021], [3.95465, -6.93399, -0.92729]],
  "multiplicity": 1,
  "mol_weight_g_mol": 819.41,
  "total_charge": -2,
  "homo_lumo_gap_ev": 5.083,
  "e_homo_ev": -1.25
}

***

b | {
  "formula": "C24H23BBaN4O5S3Te",
  "method": "the ωB97M-V functional and the def2-TZVPD basis",
  "species": ["Ba", "Te", "S", "S", "S", "O", "O", "O", "O", "O", "N", "N", "N", "N", "C", "C", "C", "C", "C", "C", "C", "C", "C", "C", "C", "C", "C", "C", "C", "C", "C", "C", "C", "C", "C", "C", "C", "C", "B", "H", "H", "H", "H", "H", "H", "H", "H", "H", "H", "H", "H", "H", "H", "H", "H", "H", "H", "H", "H", "H", "H", "H"],
  "positions_angstrom": [[-0.44005, -0.74093, 1.06363], [-0.11885, 2.63770, 2.15798], [-3.25472, -1.61263, 4.90700], [1.06379, 5.36737, 0.60917], [-1.15772, -3.41252, 3.16652], [-1.92094, -4.27371, 4.04647], [3.55687, -3.42205, -0.46645], [-3.01534, -0.25152, 0.10467], [-1.76188, -3.22296, 1.83873], [-3.62214, 0.54920, -1.94720], [1.75098, -1.99548, 0.19613], [-0.72987, -2.01952, 3.78599], [4.25450, -5.37458, 1.72373], [-1.51406, 0.13544, 4.12919], [-8.75028, 2.42130, 0.38278], [-4.33868, 0.05773, 0.12718], [-0.30318, 3.74169, -0.77984], [-2.61590, 0.81709, 4.59158], [1.85194, -5.43074, 1.45444], [-5.99206, 0.93895, -1.39511], [-5.25503, -0.04326, 1.14732], [1.53990, -3.72376, 3.62081], [-9.34400, 0.09937, -0.33539], [-6.95034, 0.84892, -0.37644], [0.79249, 5.77328, -1.04442], [2.97389, -5.00233, 2.16386], [-4.70151, 0.53933, -1.11838], [-6.56235, 0.35996, 0.87310], [0.05533, 4.80743, -1.65518], [-1.69018, -1.15933, 4.22166], [2.64277, -2.70148, -0.13198], [2.79895, -4.18455, 3.27685], [-8.65349, 1.78985, -2.01180], [-3.63611, 0.07114, 5.06134], [0.59323, -4.97969, 1.79827], [0.16152, 3.89220, 0.49847], [0.44293, -4.10872, 2.86810], [-8.40293, 1.28469, -0.58959], [-2.46995, 0.06918, -1.22582], [-0.89015, 2.88266, -1.07623], [-8.09531, 3.27808, 0.21451], [1.18033, 6.68260, -1.47695], [-6.23062, 1.31476, -2.37994], [-10.38624, 0.39698, -0.48851], [-4.58347, 0.40596, 5.45008], [-9.24364, -0.27544, 0.68361], [4.96371, -4.80457, 2.16368], [3.66746, -3.83460, 3.82423], [-9.11432, -0.72177, -1.01727], [1.41006, -3.01686, 4.42747], [-2.60466, 1.89669, 4.53378], [-9.70071, 2.08682, -2.11240], [1.98493, -6.05726, 0.58131], [-0.26821, -5.24304, 1.19885], [-8.62640, 2.10708, 1.41937], [4.31573, -5.20584, 0.72450], [-4.96354, -0.41217, 2.12334], [-8.44774, 1.01447, -2.75186], [-0.23687, 4.85484, -2.69647], [-7.29483, 0.29118, 1.66919], [-9.78746, 2.74167, 0.24248], [-8.03163, 2.65712, -2.23947]],
  "multiplicity": 1,
  "mol_weight_g_mol": 819.41,
  "total_charge": -2,
  "homo_lumo_gap_ev": 5.380,
  "e_homo_ev": -1.55
}

***

Which structure wins on stability? b wins.